(1)
A structure of composition C55H42InN3OP2 at a distorted geometry, computed with ωB97M-V/def2-TZVPD.

Energy above the lowest of the compared OMol25 structures with the same formula, charge and spin   0.00 kcal/mol
Energy   -87980.466 eV
Lowest unoccupied orbital energy   -0.2245 eV

Each line ends with the Mulliken charge.
Geometry (Å):
In 0.615 -0.189 0.118  0.7170
O 0.069 3.159 -0.644  1.3913
C 0.930 3.593 -1.620  -0.8392
C 0.476 4.452 -2.638  -0.4767
C 1.387 5.030 -3.527  -0.8581
C 2.749 4.689 -3.440  -0.8992
C 3.159 3.763 -2.500  0.5587
C 2.261 3.173 -1.636  -0.4312
P 2.714 1.772 -0.621  0.7983
C 3.704 2.437 0.659  0.3625
C 4.037 1.556 1.726  -0.6648
C 4.747 2.065 2.824  -0.4895
C 5.173 3.407 2.875  -0.6795
C 4.708 4.263 1.914  -0.5905
C 4.056 3.761 0.785  -0.4506
C 3.848 0.862 -1.748  0.2448
C 5.117 0.390 -1.292  -0.2245
C 5.757 -0.638 -1.922  -0.6511
C 5.217 -1.141 -3.085  -0.5916
C 4.110 -0.516 -3.682  -0.6270
C 3.400 0.471 -3.018  -0.4090
C -0.815 4.051 -0.094  -0.6448
C -0.507 5.411 0.098  -1.0655
C -1.516 6.371 0.244  -0.5912
C -2.862 5.988 0.263  -0.9894
C -3.122 4.621 0.202  -0.3996
C -2.126 3.608 0.240  0.3965
P -2.451 1.860 0.137  2.7011
C -4.017 1.697 0.996  0.1353
C -5.034 0.800 0.602  -0.2944
C -6.327 0.913 1.119  -0.7679
C -6.612 1.812 2.155  -0.5361
C -5.576 2.701 2.582  -0.7846
C -4.320 2.597 2.078  -0.7864
C -2.726 1.541 -1.636  -0.1124
C -1.716 0.934 -2.385  0.1908
C -1.998 0.324 -3.633  -1.2593
C -3.213 0.491 -4.260  -0.6159
C -4.234 1.279 -3.558  -0.6516
C -3.984 1.749 -2.272  -0.2485
H -0.550 4.737 -2.720  0.5822
H 1.074 5.669 -4.343  0.4505
H 3.408 5.233 -4.083  0.4524
H 4.262 3.522 -2.400  0.3322
H 3.855 0.475 1.698  0.4394
H 5.002 1.335 3.596  0.3783
H 5.774 3.759 3.699  0.3906
H 4.779 5.337 2.017  0.3980
H 3.818 4.493 0.053  0.2976
H 5.596 0.961 -0.466  0.3168
H 6.731 -0.986 -1.576  0.3970
H 5.643 -2.081 -3.430  0.3551
H 3.765 -0.809 -4.670  0.3831
H 2.493 0.884 -3.437  0.4613
H 0.544 5.752 0.093  0.4491
H -1.222 7.391 0.155  0.4151
H -3.670 6.681 0.233  0.4771
H -4.180 4.323 0.187  0.3598
H -4.757 0.072 -0.193  0.5308
H -7.084 0.215 0.769  0.3966
H -7.527 1.761 2.714  0.4141
H -5.719 3.459 3.343  0.4142
H -3.544 3.232 2.437  0.6473
H -0.725 0.870 -2.020  0.4193
H -1.226 -0.320 -4.072  0.4413
H -3.488 0.023 -5.192  0.4122
H -5.230 1.420 -3.969  0.4121
H -4.797 2.226 -1.686  0.4152
C -1.227 0.881 0.895  -0.0262
C -1.114 0.625 2.324  -0.3760
C -0.452 1.570 3.194  -0.0361
C -0.406 1.402 4.564  -0.6972
C -1.025 0.250 5.164  -0.5816
C -1.443 -0.793 4.315  -0.7276
C -1.492 -0.629 2.940  -0.4507
H 0.072 2.363 2.682  0.4055
H -0.040 2.183 5.228  0.3949
H -1.140 0.224 6.258  0.3590
H -1.830 -1.721 4.762  0.3785
H -1.817 -1.453 2.288  0.6540
N -0.441 -7.447 -0.750  -0.0224
C -0.243 -8.762 -0.337  0.5731
C -0.340 -9.980 -0.997  -1.0074
C 0.246 -11.039 -0.359  -0.3385
C 0.879 -10.940 0.925  -0.5132
C 0.841 -9.762 1.670  -0.6234
C 0.360 -8.616 0.986  0.5431
N 0.537 -7.304 1.283  -0.5492
C 0.029 -6.642 0.271  -0.0714
C 0.019 -5.222 0.299  1.1730
C -0.340 -4.476 -0.793  -0.8397
C -0.243 -3.100 -0.656  -0.4534
N 0.266 -2.524 0.430  -0.1755
C 0.432 -3.260 1.542  -0.4230
C 0.340 -4.617 1.525  -0.6466
H -0.891 -7.030 -1.607  0.2449
H -0.833 -10.044 -1.954  0.3807
H 0.334 -12.007 -0.804  0.3643
H 1.393 -11.821 1.256  0.3693
H 1.092 -9.668 2.723  0.3967
H -0.551 -4.961 -1.753  0.2408
H -0.559 -2.461 -1.459  0.4984
H 0.723 -2.726 2.462  0.5085
H 0.764 -5.228 2.342  0.3696

***

(2)
A structure of composition C55H42O3P3PdS, computed with ωB97M-V/def2-TZVPD.

Total charge   +1
Energy   -106038.104 eV
Lowest unoccupied orbital energy   -2.9893 eV

Each line ends with the Mulliken charge.
Geometry (Å):
Pd -0.569 -0.250 0.005  -0.8456
O -3.575 -1.733 -0.454  -0.8732
S -2.441 -1.575 0.456  1.4659
C -1.595 -3.133 0.628  0.8554
C -1.891 -4.086 1.583  -0.6883
C -1.267 -5.324 1.499  -1.0265
C -0.391 -5.599 0.463  -0.7509
C -0.089 -4.626 -0.478  -0.7215
C -0.676 -3.371 -0.395  0.4408
P -0.212 -1.982 -1.487  1.6207
C -1.339 -1.967 -2.891  0.7990
C -1.443 -3.074 -3.733  -0.5390
C -2.339 -3.058 -4.787  -0.8403
C -3.136 -1.941 -5.003  -0.6593
C -3.047 -0.844 -4.160  -1.0999
C -2.153 -0.859 -3.102  0.0990
C 1.427 -2.441 -2.100  1.2845
C 2.396 -2.871 -1.193  -0.6547
C 3.668 -3.181 -1.645  -1.2373
C 3.975 -3.080 -2.995  -0.8392
C 3.009 -2.663 -3.897  -0.8375
C 1.738 -2.334 -3.453  -1.0660
C -3.023 -1.169 2.064  -0.4193
C -4.061 -1.911 2.615  -0.4869
C -4.465 -1.620 3.908  -0.9253
C -3.846 -0.599 4.616  -0.8452
C -2.867 0.184 4.019  -0.8253
C -2.464 -0.080 2.712  -0.0888
P -1.450 1.087 1.743  2.2683
C -2.696 2.138 0.937  0.6300
C -2.282 2.888 -0.162  -0.4664
C -3.180 3.702 -0.831  -0.7140
C -4.504 3.761 -0.418  -0.7458
C -4.923 3.015 0.674  -0.7644
C -4.022 2.209 1.354  -0.4846
C -0.668 2.081 3.026  0.4863
C -1.051 3.395 3.272  -0.6427
C -0.461 4.094 4.316  -0.9223
C 0.506 3.488 5.102  -0.6448
C 0.890 2.173 4.855  -0.6586
C 0.302 1.467 3.821  -0.2943
H -2.558 -3.872 2.404  0.5883
H -1.463 -6.070 2.256  0.4332
H 0.086 -6.567 0.402  0.4501
H 0.639 -4.836 -1.250  0.5012
H -0.831 -3.951 -3.564  0.4914
H -2.420 -3.916 -5.438  0.4602
H -3.836 -1.933 -5.826  0.4264
H -3.684 0.015 -4.314  0.5143
H -2.106 -0.016 -2.420  0.2662
H 2.169 -3.012 -0.143  0.6935
H 4.412 -3.516 -0.936  0.5378
H 4.967 -3.333 -3.346  0.4159
H 3.243 -2.583 -4.950  0.4717
H 0.998 -1.991 -4.162  0.4753
H -4.535 -2.695 2.041  0.7052
H -5.257 -2.195 4.367  0.4529
H -4.152 -0.386 5.630  0.4597
H -2.445 1.022 4.557  0.5410
H -1.246 2.843 -0.491  0.3226
H -2.846 4.285 -1.679  0.4876
H -5.208 4.387 -0.948  0.4095
H -5.953 3.058 0.998  0.4588
H -4.365 1.636 2.205  0.4510
H -1.802 3.873 2.658  0.5684
H -0.759 5.116 4.512  0.4307
H 0.963 4.039 5.914  0.3799
H 1.642 1.701 5.472  0.4915
H 0.590 0.441 3.617  0.3997
O 1.718 -3.025 1.955  -0.7289
C 1.511 -1.814 1.883  -0.5253
O 0.418 -1.211 2.062  -0.2226
C 2.739 -0.941 1.527  0.8535
C 3.922 -1.311 2.168  -0.6958
C 5.097 -0.601 2.017  -0.8993
C 5.128 0.515 1.193  -0.8871
C 3.977 0.886 0.524  -0.8070
C 2.780 0.167 0.666  0.2757
P 1.422 0.800 -0.369  3.0099
C 1.476 2.601 -0.070  0.7614
C 1.790 3.052 1.211  -0.5052
C 1.823 4.408 1.492  -0.8296
C 1.537 5.329 0.493  -0.9449
C 1.244 4.888 -0.788  -0.7238
C 1.222 3.531 -1.076  -0.6132
C 1.888 0.716 -2.124  1.1599
C 3.193 0.535 -2.569  -0.9297
C 3.482 0.619 -3.924  -0.8315
C 2.476 0.887 -4.841  -0.9680
C 1.169 1.051 -4.404  -1.2833
C 0.879 0.963 -3.053  -0.2683
H 3.883 -2.187 2.802  0.5492
H 5.987 -0.912 2.547  0.4495
H 6.034 1.091 1.070  0.4896
H 4.003 1.764 -0.108  0.6609
H 2.053 2.341 1.983  0.6573
H 2.077 4.740 2.489  0.5047
H 1.563 6.388 0.707  0.4411
H 1.049 5.603 -1.576  0.5002
H 1.016 3.209 -2.088  0.4773
H 3.986 0.300 -1.875  0.4669
H 4.497 0.466 -4.260  0.4570
H 2.708 0.956 -5.895  0.4085
H 0.374 1.244 -5.111  0.4597
H -0.145 1.095 -2.715  0.4555

***

(3)
A structure of composition C55H44ClCsF6N3O6PS2 at a distorted geometry, computed with ωB97M-V/def2-TZVPD.

Energy above the lowest of the compared OMol25 structures with the same formula, charge and spin   0.00 kcal/mol
Total charge   -1
2S+1   2
Energy   -134839.634 eV
Lowest unoccupied orbital energy (spin up / spin down)   1.5816 / 1.5816 eV

Each line ends with the Mulliken charge.
Geometry (Å):
Cs -21.921 15.344 7.585  1.0219
O -20.740 17.516 5.701  -0.7940
C -21.650 18.236 5.170  -0.1105
C -22.079 18.091 3.835  -0.5305
C -23.395 18.274 3.479  -0.3642
C -24.309 18.892 4.332  -0.5713
C -23.886 19.467 5.531  -0.5634
C -22.591 19.030 5.986  0.8462
C -22.035 19.397 7.319  -0.2789
N -22.623 19.709 8.427  -0.0964
N -23.647 19.866 9.153  -0.5046
C -24.451 18.669 9.228  0.2973
O -24.259 17.732 8.484  -0.5413
C -25.460 18.836 10.241  0.4020
C -25.940 20.091 10.466  -0.0322
C -27.183 20.297 11.074  -0.6187
C -27.790 19.217 11.609  -0.2387
C -27.161 17.912 11.644  -0.5317
C -25.951 17.704 11.002  -0.5466
H -21.342 17.658 3.123  0.3103
H -23.794 17.781 2.609  0.3388
H -25.352 19.028 3.964  0.2889
H -24.443 20.129 6.156  0.5246
H -20.998 19.131 7.332  0.3850
H -25.387 20.955 10.122  0.4625
H -27.679 21.300 11.134  0.3069
H -28.742 19.348 12.147  0.3119
H -27.621 17.089 12.169  0.3862
H -25.365 16.762 10.990  0.3937
C -22.188 5.072 9.596  -1.5347
C -22.010 6.581 9.520  1.2435
C -21.488 7.248 10.631  -0.9116
C -21.482 8.666 10.655  -0.5866
C -21.756 9.339 9.486  -0.2453
C -22.214 8.666 8.366  -0.2742
C -22.377 7.333 8.382  -0.9665
S -21.580 11.100 9.663  1.5227
O -22.065 11.335 11.008  -0.7510
C -19.820 11.664 9.680  0.3551
C -19.543 12.762 10.516  -1.0406
C -18.307 13.341 10.480  -0.9103
C -17.246 12.853 9.666  0.6050
C -15.988 13.467 9.515  -1.0528
C -15.130 13.069 8.526  -0.6408
C -15.355 11.858 7.851  -0.7694
C -16.494 11.144 8.096  -0.5832
C -17.542 11.698 8.878  1.4847
C -18.865 11.118 8.830  -1.2650
C -19.110 10.007 7.911  0.3959
C -18.720 8.627 8.232  0.9679
C -17.935 8.301 9.301  -0.3826
C -17.524 7.041 9.551  -0.7662
C -17.760 6.001 8.662  -0.8607
C -18.514 6.251 7.489  -0.8739
C -18.981 7.584 7.253  0.9578
C -19.676 7.858 6.060  -0.9974
C -20.072 9.134 5.824  -1.1796
C -19.671 10.203 6.657  0.4399
S -19.948 11.857 6.017  1.7362
O -19.506 13.106 6.750  -0.6189
C -18.963 11.857 4.470  -0.0623
C -19.320 12.724 3.429  -0.5757
C -18.656 12.749 2.259  -1.1102
C -17.713 11.729 1.997  1.3234
C -17.039 11.455 0.705  -1.6192
C -17.315 10.863 3.051  -1.3065
C -17.902 11.004 4.310  0.1886
H -22.771 4.758 10.426  0.3970
H -21.218 4.479 9.722  0.2779
H -22.624 4.735 8.615  0.3324
H -21.041 6.719 11.420  0.4905
H -21.116 9.180 11.528  0.5478
H -22.584 9.235 7.528  0.6949
H -22.878 6.828 7.536  0.2795
H -20.316 12.979 11.314  0.4891
H -18.019 14.010 11.272  0.4670
H -15.597 14.312 10.074  0.3809
H -14.274 13.668 8.333  0.4610
H -14.584 11.355 7.225  0.3537
H -16.624 10.133 7.700  0.3293
H -17.611 9.052 10.005  0.4656
H -17.023 6.848 10.475  0.4679
H -17.290 4.962 8.782  0.2428
H -18.787 5.526 6.743  0.5027
H -19.909 7.019 5.393  0.3852
H -20.562 9.405 4.872  0.5178
H -20.125 13.399 3.593  0.5334
H -18.913 13.489 1.466  0.3156
H -15.965 11.434 0.965  0.3453
H -17.191 12.157 -0.084  0.3785
H -17.207 10.465 0.364  0.3497
H -16.572 10.136 2.843  0.4487
H -17.607 10.412 5.150  0.4428
O -23.678 11.659 8.592  0.0987
N -22.279 11.968 8.513  -0.3521
F -22.192 13.700 5.126  -0.6123
P -23.360 12.988 4.080  1.4560
F -23.179 14.306 3.114  -0.3701
F -23.550 11.668 5.110  -0.4012
F -22.148 12.152 3.342  -0.3534
F -24.448 13.845 5.003  -0.3921
F -24.456 12.325 3.041  -0.4022
O -18.960 16.602 7.319  -0.5408
H -19.516 17.070 6.648  0.5059
H -18.126 17.042 7.440  0.1810
Cl -26.224 12.791 10.308  -0.2210
C -26.454 11.708 9.086  0.7607
C -27.406 10.673 9.391  -0.9435
C -27.963 10.044 8.275  -0.4743
C -27.556 10.293 6.956  -0.9371
C -26.429 11.137 6.739  -0.0833
C -25.845 11.839 7.798  0.1373
C -24.567 12.517 7.806  0.8113
H -27.688 10.475 10.388  0.4884
H -28.822 9.513 8.485  0.4239
H -28.103 9.805 6.184  0.4428
H -26.074 11.298 5.707  0.3414
H -24.685 13.469 8.353  0.2681
H -24.104 12.708 6.807  -1.0181